The following is a quantum chemistry calculation of a molecular structure, C48H48Cl2F6GeN5O4P2SbSr in a non-equilibrium geometry, from the OMol25 dataset.

Computed properties:
E_HOMO (spin up / spin down) = -0.1035 / -0.2025 Eh
net charge = -1
2S+1 = 2
Kohn-Sham gap (spin up / spin down) = 5.1 / 7.8 eV

Last column: Mulliken spin population.
Positions of all 118 atoms, in Å:
Sr: 0.689 1.104 -0.493  -0.009
Cl: -2.059 3.112 -1.554  0.000
C: -3.326 2.040 -2.176  0.000
Cl: -3.584 0.668 -1.095  0.000
H: -3.007 1.660 -3.143  0.000
H: -4.254 2.601 -2.240  0.000
C: -1.998 -3.532 -0.096  -0.016
C: -2.603 -2.926 1.176  0.016
P: -1.264 -2.723 2.466  0.006
C: -2.133 -1.674 3.699  -0.003
C: -3.185 -0.807 3.426  -0.001
C: -3.760 -0.051 4.439  0.001
C: -3.277 -0.134 5.734  0.000
C: -2.203 -0.970 6.011  0.001
C: -1.637 -1.727 5.002  0.004
C: -1.603 -4.347 3.306  0.001
C: -0.638 -5.337 3.148  -0.001
C: -0.806 -6.593 3.712  0.000
C: -1.944 -6.870 4.453  0.000
C: -2.909 -5.886 4.629  0.000
C: -2.739 -4.635 4.060  0.000
C: -1.267 -2.462 -0.942  0.016
P: -0.183 -3.023 -2.352  0.001
C: -0.847 -4.734 -2.605  0.000
C: -1.799 -4.926 -3.604  0.000
C: -2.356 -6.176 -3.828  0.000
C: -1.961 -7.261 -3.061  0.000
C: -1.000 -7.087 -2.076  0.000
C: -0.445 -5.837 -1.854  0.000
C: 1.377 -3.519 -1.513  0.005
C: 1.581 -3.546 -0.139  0.024
C: 2.816 -3.903 0.383  0.001
C: 3.860 -4.239 -0.463  0.001
C: 3.668 -4.217 -1.837  -0.002
C: 2.435 -3.859 -2.356  0.000
H: -2.799 -3.955 -0.710  0.000
H: -1.331 -4.352 0.188  0.000
H: -3.402 -3.559 1.569  0.000
H: -3.008 -1.941 0.936  -0.008
H: -3.568 -0.706 2.420  -0.001
H: -4.590 0.607 4.217  0.000
H: -3.738 0.446 6.524  0.000
H: -1.806 -1.022 7.017  0.000
H: -0.786 -2.364 5.207  0.000
H: 0.259 -5.101 2.586  -0.002
H: -0.048 -7.355 3.580  0.000
H: -2.087 -7.850 4.890  0.000
H: -3.797 -6.099 5.212  0.000
H: -3.484 -3.863 4.208  0.000
H: -0.625 -1.786 -0.325  0.004
H: -2.027 -1.808 -1.379  -0.001
H: -2.097 -4.079 -4.211  0.000
H: -3.090 -6.308 -4.613  0.000
H: -2.390 -8.240 -3.234  0.000
H: -0.677 -7.928 -1.476  0.000
H: 0.309 -5.724 -1.088  0.000
H: 0.784 -3.283 0.544  -0.024
H: 2.962 -3.909 1.455  0.001
H: 4.823 -4.512 -0.051  0.001
H: 4.482 -4.482 -2.501  0.000
H: 2.284 -3.836 -3.430  0.000
N: 3.709 -0.105 -1.345  0.002
N: 4.174 -0.491 -0.091  0.055
C: 3.299 -0.445 0.971  0.188
N: 3.857 -0.595 2.220  0.058
N: 2.025 -0.434 0.699  -0.064
N: 1.118 -0.316 1.632  0.383
O: -0.071 -0.052 1.202  0.115
O: 1.309 -0.498 2.879  0.234
H: 3.825 -0.863 -2.007  -0.001
H: 4.147 0.740 -1.692  0.003
H: 5.144 -0.328 0.137  0.003
H: 4.649 0.004 2.409  0.011
H: 3.110 -0.545 2.917  -0.005
F: -0.605 0.264 -2.010  -0.001
Sb: 0.585 0.585 -3.465  0.000
F: 1.454 1.893 -2.359  -0.001
F: -0.556 2.005 -4.022  0.000
F: 1.847 0.995 -4.799  0.000
F: -0.472 -0.495 -4.574  0.000
F: 1.654 -0.852 -2.944  0.002
O: 1.143 3.210 1.432  0.010
O: 2.082 2.283 0.986  -0.007
C: -0.038 3.026 1.014  0.002
Ge: -1.047 4.689 1.490  -0.003
C: -2.998 4.379 1.546  0.001
C: -3.914 5.420 1.668  0.000
C: -5.277 5.165 1.697  0.000
C: -5.739 3.861 1.597  0.000
C: -4.834 2.816 1.478  0.001
C: -3.471 3.073 1.458  -0.002
C: -0.550 5.853 -0.033  -0.001
C: 0.803 6.142 -0.204  0.000
C: 1.248 6.790 -1.344  0.000
C: 0.347 7.142 -2.339  0.000
C: -1.003 6.872 -2.175  0.000
C: -1.447 6.234 -1.027  0.000
C: -0.467 5.579 3.165  0.000
C: -0.191 4.810 4.293  -0.002
C: 0.176 5.419 5.483  0.000
C: 0.265 6.802 5.560  0.000
C: -0.016 7.574 4.443  0.000
C: -0.377 6.964 3.251  0.000
H: -3.555 6.440 1.747  0.000
H: -5.981 5.981 1.801  0.000
H: -6.803 3.658 1.617  0.000
H: -5.193 1.798 1.399  0.000
H: -2.750 2.268 1.377  0.002
H: 1.507 5.843 0.565  0.000
H: 2.301 7.009 -1.466  0.000
H: 0.698 7.618 -3.245  0.000
H: -1.709 7.149 -2.946  0.000
H: -2.500 6.020 -0.896  0.000
H: -0.258 3.730 4.225  0.003
H: 0.399 4.814 6.353  0.000
H: 0.557 7.277 6.488  0.000
H: 0.052 8.653 4.499  0.000
H: -0.583 7.563 2.371  0.000

---

The following is a quantum chemistry calculation of a molecular structure, C48H49F27Na3O26 in a non-equilibrium geometry, from the OMol25 dataset.

Computed properties:
E_HOMO = -0.1439 Eh
net charge = -1
energy relative to the best compared isomer or geometry (same formula, charge and spin) = 0.110 eV
Kohn-Sham gap = 5.0 eV

Last column: Löwdin charge in e.
Positions of all 153 atoms, in Å:
Na: 3.797 1.465 -1.658  0.483
Na: 4.314 -0.173 2.001  0.408
Na: -3.822 0.382 2.126  0.418
C: 5.689 -0.578 -0.305  -0.026
C: 6.119 -0.097 -1.530  -0.350
C: 7.582 -0.235 -1.908  -0.436
O: 7.970 0.215 -3.013  -0.041
C: 8.402 -0.837 -0.980  0.007
C: 7.970 -1.309 0.369  -0.371
C: 6.448 -1.139 0.711  -0.395
O: 6.023 -1.452 1.822  -0.040
O: 8.729 -1.724 1.214  0.026
O: 5.406 0.525 -2.327  -0.070
H: 4.650 -0.517 -0.059  0.062
H: 9.474 -0.886 -1.004  0.090
C: -0.603 1.572 -0.835  0.015
C: -1.417 1.054 0.188  -0.356
C: -0.682 0.711 1.517  -0.349
O: -1.349 0.665 2.575  -0.021
C: 0.714 0.522 1.505  0.012
C: 1.565 0.981 0.419  -0.283
C: 0.852 1.684 -0.780  -0.338
O: 1.521 2.186 -1.699  -0.020
O: 2.850 1.026 0.505  -0.074
O: -2.658 0.927 0.049  -0.046
H: -1.138 1.888 -1.709  0.084
H: 1.202 0.062 2.334  0.089
C: -0.457 -3.376 0.142  -0.017
C: -1.531 -2.617 0.943  -0.077
O: -2.517 -3.639 1.569  0.066
C: -3.536 -3.084 2.146  -0.461
O: -3.780 -1.946 2.273  0.166
C: -4.363 -4.174 2.836  -0.435
F: -4.029 -4.171 4.216  0.084
F: -5.698 -3.897 2.767  0.137
F: -4.223 -5.456 2.518  0.176
H: 0.269 -2.615 -0.034  0.058
H: -0.913 -3.809 -0.733  0.069
H: 0.037 -4.082 0.793  0.085
H: -2.206 -2.009 0.405  0.078
H: -1.238 -2.118 1.866  0.126
C: -1.618 4.700 -3.380  -0.033
C: -1.127 5.379 -2.159  -0.195
O: -1.734 6.648 -1.947  0.030
C: -1.294 7.722 -2.539  -0.404
O: -0.338 7.911 -3.250  0.154
C: -2.179 8.980 -2.212  -0.508
F: -1.424 10.070 -2.088  0.166
F: -2.972 9.254 -3.316  0.111
F: -2.928 8.740 -1.147  0.175
H: -2.703 4.657 -3.378  0.082
H: -1.217 3.694 -3.345  0.063
H: -1.304 5.272 -4.249  0.091
H: -0.105 5.760 -2.162  0.132
H: -1.293 4.861 -1.237  0.122
C: 0.683 2.838 4.467  -0.034
C: 2.023 2.437 3.849  -0.178
O: 3.074 2.873 4.758  0.068
C: 4.257 2.391 4.494  -0.386
O: 4.608 1.762 3.534  0.173
C: 5.281 2.743 5.594  -0.523
F: 4.912 2.086 6.756  0.118
F: 6.531 2.419 5.338  0.197
F: 5.296 4.026 5.910  0.176
H: 0.688 2.451 5.495  0.084
H: -0.063 2.230 3.897  0.073
H: 0.499 3.919 4.407  0.084
H: 2.166 2.689 2.795  0.131
H: 2.003 1.355 3.880  0.108
C: 5.766 -4.125 0.571  -0.036
C: 4.327 -3.699 0.422  -0.154
O: 3.645 -4.046 1.643  0.068
C: 3.225 -3.302 2.608  -0.359
O: 3.036 -2.093 2.648  0.114
C: 2.863 -4.122 3.895  -0.497
F: 2.932 -5.387 3.804  0.237
F: 3.831 -3.668 4.814  0.106
F: 1.609 -3.804 4.343  0.128
H: 5.792 -5.198 0.705  0.077
H: 6.253 -3.627 1.423  0.089
H: 6.351 -3.946 -0.346  0.106
H: 3.750 -4.173 -0.389  0.127
H: 4.334 -2.610 0.284  0.091
C: 2.269 -1.315 -1.900  -0.005
C: 1.643 -1.834 -3.184  -0.146
O: 2.405 -2.964 -3.739  0.059
C: 2.111 -4.042 -3.040  -0.406
O: 1.317 -4.234 -2.160  0.145
C: 3.110 -5.169 -3.505  -0.576
F: 4.301 -4.578 -3.657  0.170
F: 3.172 -6.077 -2.585  0.202
F: 2.693 -5.716 -4.658  0.164
H: 3.231 -0.965 -2.270  0.086
H: 2.395 -1.920 -1.015  0.078
H: 1.570 -0.463 -1.786  0.085
H: 1.688 -1.147 -3.997  0.109
H: 0.639 -2.218 -3.063  0.117
C: -1.083 -2.134 5.960  -0.024
C: -1.472 -0.643 6.093  -0.098
O: -2.949 -0.684 6.447  0.025
C: -3.757 -0.005 5.664  -0.376
O: -3.387 0.684 4.764  0.139
C: -5.289 -0.118 6.127  -0.544
F: -5.852 -1.168 5.597  0.205
F: -5.357 -0.168 7.516  0.112
F: -5.939 0.946 5.784  0.203
H: -0.055 -2.332 5.714  0.065
H: -1.764 -2.487 5.224  0.061
H: -1.256 -2.550 6.950  0.084
H: -1.436 -0.120 5.146  0.092
H: -1.020 -0.129 6.930  0.123
C: -2.696 -1.048 -4.062  -0.022
C: -2.791 -0.624 -2.568  -0.139
O: -4.074 -1.119 -2.076  0.021
C: -4.103 -2.352 -1.664  -0.382
O: -3.199 -3.114 -1.441  0.141
C: -5.629 -2.885 -1.392  -0.554
F: -6.112 -2.292 -0.293  0.158
F: -6.423 -2.531 -2.397  0.160
F: -5.692 -4.181 -1.331  0.206
H: -3.479 -0.586 -4.667  0.088
H: -2.770 -2.128 -4.271  0.093
H: -1.707 -0.801 -4.354  0.041
H: -2.916 0.451 -2.383  0.112
H: -2.045 -1.053 -1.885  0.116
C: 3.771 2.329 -5.284  -0.037
C: 2.294 2.461 -5.168  -0.171
O: 1.651 1.271 -5.750  0.036
C: 0.343 1.272 -5.902  -0.418
O: -0.514 1.876 -5.356  0.179
C: -0.061 0.077 -6.834  -0.519
F: 0.428 -1.124 -6.393  0.128
F: -1.384 -0.053 -6.934  0.152
F: 0.372 0.207 -8.083  0.167
H: 4.142 1.389 -4.871  0.087
H: 4.226 3.187 -4.744  0.104
H: 4.039 2.441 -6.350  0.095
H: 1.938 3.260 -5.797  0.129
H: 1.859 2.540 -4.224  0.086
C: -6.018 2.466 -2.142  -0.052
C: -5.862 2.412 -0.690  -0.138
O: -7.020 1.607 -0.185  0.067
C: -6.842 0.924 0.884  -0.406
O: -5.868 0.845 1.577  0.120
C: -8.127 0.126 1.211  -0.548
F: -8.540 -0.623 0.214  0.198
F: -7.860 -0.693 2.248  0.158
F: -9.081 0.993 1.562  0.175
H: -5.941 1.413 -2.521  0.105
H: -5.173 3.001 -2.575  0.081
H: -6.912 2.956 -2.518  0.089
H: -6.003 3.348 -0.166  0.133
H: -5.005 1.914 -0.203  0.113

---

| no. | total energy (eV) |
| --- | --- |
| 1 | -190011.3718 |
| 2 | -190434.9463 |